Record 1
Molecular formula: C5H8NO
Method: DFT, ωB97M-V/def2-TZVPD

Cartesian coordinates (Å):
C: 2.247 1.097 0.702
C: 0.965 0.676 0.910
C: -1.135 -0.514 0.119
C: -1.953 -1.058 -1.087
C: 0.236 0.072 -0.103
N: -3.306 -1.682 -0.835
O: -3.761 -2.351 -1.685
H: 2.828 1.555 1.486
H: 2.735 0.971 -0.252
H: 0.512 0.805 1.885
H: -1.737 0.222 0.668
H: -0.993 -1.329 0.846
H: -2.216 -0.214 -1.740
H: -1.355 -1.760 -1.678
H: 0.672 -0.004 -1.093

Results
LUMO level: -7.4 eV
Total charge: +1
HOMO-LUMO gap: 4.9560 eV

***

Record 2
Molecular formula: C5H8O
Method: DFT, ωB97M-V/def2-TZVPD

Cartesian coordinates (Å):
C: -2.379 0.503 0.447
C: -1.327 1.297 0.450
O: -0.458 2.070 0.556
C: 0.269 -0.683 -0.378
C: 1.441 0.187 -0.731
C: 1.591 -0.901 0.287
H: -2.426 -0.435 -0.091
H: -0.473 -0.420 0.355
H: -3.231 0.872 0.995
H: -0.118 -1.343 -1.147
H: 1.488 1.227 -0.422
H: 1.866 0.000 -1.713
H: 2.139 -1.806 0.069
H: 1.618 -0.569 1.324

Results
LUMO level: 1.0 eV
Total charge: 0
HOMO-LUMO gap: 10.2976 eV

***

Record 3
Molecular formula: C15H32CeNO2P2
Method: DFT, ωB97M-V/def2-TZVPD

Cartesian coordinates (Å):
Ce: -0.699 0.123 0.640
P: 1.644 1.366 1.510
C: 2.615 1.236 0.053
C: 2.363 0.206 -0.900
N: 1.127 -0.443 -0.992
C: 0.922 -1.328 -1.986
C: 1.951 -1.734 -2.842
C: 3.212 -1.138 -2.731
C: 3.399 -0.156 -1.793
C: -0.430 -1.996 -2.247
P: -1.857 -1.003 -1.698
H: 4.335 0.380 -1.681
H: 1.701 -2.511 -3.553
H: 4.004 -1.462 -3.399
H: -0.472 -2.129 -3.350
H: -0.409 -2.984 -1.743
H: 2.272 3.125 -1.717
H: 3.605 1.692 -0.086
H: -0.275 3.656 -2.080
O: 1.656 3.791 -2.109
H: 2.231 4.441 -2.542
H: -1.597 1.655 0.384
O: -1.089 3.432 -1.554
H: -1.596 2.794 -2.133
C: -2.209 0.002 -3.153
H: -2.517 -0.619 -4.014
H: -3.024 0.692 -2.853
H: -1.317 0.605 -3.420
C: -3.238 -2.156 -1.524
H: -4.102 -1.532 -1.223
H: -3.460 -2.690 -2.465
H: -3.042 -2.878 -0.704
C: 2.457 0.547 2.909
H: 3.382 1.073 3.184
H: 1.736 0.558 3.739
H: 2.672 -0.507 2.670
C: 1.351 3.112 1.863
H: 0.700 3.089 2.754
H: 2.295 3.644 2.063
H: 0.803 3.562 1.016
C: -1.341 -0.289 3.810
C: -1.503 -1.593 3.014
C: -2.878 -1.673 2.331
C: -0.333 -1.874 2.065
H: -1.326 0.638 3.188
H: -0.418 -0.324 4.407
H: -2.190 -0.200 4.504
H: -1.540 -2.384 3.781
H: -3.066 -0.880 1.570
H: -3.004 -2.654 1.850
H: -3.652 -1.578 3.109
H: 0.634 -1.910 2.598
H: -0.484 -2.796 1.478

Results
LUMO level (spin up / spin down): -13.1 / -13.8 eV
Total charge: +3
HOMO-LUMO gap (spin up / spin down): 5.1269 / 3.4981 eV

***

Record 4
Molecular formula: C3H5FOS
Method: DFT, ωB97M-V/def2-TZVPD

Cartesian coordinates (Å):
C: -0.822 -0.224 -1.104
C: 0.542 1.560 1.109
C: -0.054 -1.051 -0.195
O: 1.639 0.700 1.147
F: 0.509 2.295 2.279
S: 0.388 -0.294 1.451
H: -0.150 0.738 -1.307
H: -1.677 0.358 -0.778
H: -0.420 -1.982 0.175
H: 0.813 -1.264 -0.761
H: -0.767 -0.836 -2.016

Results
LUMO level: 0.4 eV
Total charge: 0
HOMO-LUMO gap: 9.2990 eV

***

Record 5
Molecular formula: BrClFHSi
Method: DFT, ωB97M-V/def2-TZVPD

Cartesian coordinates (Å):
F: -1.474 1.561 1.027
Si: -0.982 0.528 -0.155
Cl: -2.303 -2.214 0.556
Br: -2.114 0.728 -1.961
H: 0.531 0.393 -0.098

Results
LUMO level: -2.0 eV
Total charge: 0
HOMO-LUMO gap: 7.7258 eV

***

Record 6
Molecular formula: C4H9OS
Method: DFT, ωB97M-V/def2-TZVPD

Cartesian coordinates (Å):
C: -1.641 0.050 -1.386
O: -2.413 -0.711 -2.149
C: -0.617 -0.746 -0.398
C: -0.533 -0.126 0.978
C: 0.521 1.027 1.050
S: 2.237 0.318 0.825
H: -2.168 0.728 -0.665
H: -0.941 0.692 -1.975
H: -1.049 -1.752 -0.458
H: 0.341 -0.830 -0.913
H: -1.561 0.180 1.185
H: -0.150 -0.782 1.768
H: 0.530 1.542 2.003
H: 0.384 1.745 0.247
H: 1.946 -0.868 1.441

Results
LUMO level: 3.1 eV
Total charge: -1
HOMO-LUMO gap: 5.4055 eV

***

Record 7
Molecular formula: C4H5N3S
Method: DFT, ωB97M-V/def2-TZVPD

Cartesian coordinates (Å):
C: 2.222 -0.663 0.040
C: 0.284 0.775 -0.042
C: -1.946 -0.131 0.024
C: -2.408 1.261 0.017
H: 3.280 -0.585 0.041
H: 1.913 -1.272 0.917
H: 1.988 -1.276 -0.831
H: -0.165 1.826 -0.035
H: -0.334 -1.272 -0.066
N: 1.576 0.664 -0.043
N: -0.589 -0.307 -0.017
N: -2.793 2.353 0.011
S: -3.027 -1.373 -0.015

Results
LUMO level: -1.3 eV
Total charge: 0
HOMO-LUMO gap: 8.4233 eV

***

Record 8
Molecular formula: C19H16ClN3O3S
Method: DFT, ωB97M-V/def2-TZVPD

Cartesian coordinates (Å):
C: -0.106 0.795 4.628
C: 0.396 0.798 3.222
C: 1.081 -0.276 2.668
C: 1.474 -0.280 1.344
C: 1.139 0.778 0.509
C: 0.486 1.879 1.056
C: 0.152 1.895 2.396
H: -0.345 2.759 2.812
H: 0.255 2.739 0.443
C: 1.461 0.638 -0.948
O: 2.474 0.096 -1.333
N: 0.476 1.129 -1.750
C: 0.374 1.089 -3.146
C: 1.355 0.533 -3.961
C: 1.177 0.521 -5.333
C: 0.036 1.055 -5.905
C: -0.939 1.612 -5.094
C: -0.773 1.630 -3.723
H: -1.537 2.062 -3.091
H: -1.834 2.032 -5.529
H: -0.096 1.040 -6.977
H: 1.941 0.086 -5.960
H: 2.243 0.116 -3.519
H: -0.339 1.510 -1.290
H: 2.021 -1.125 0.956
S: 1.183 -1.870 3.490
O: 1.989 -2.754 2.715
O: 1.411 -1.792 4.899
N: -0.451 -2.344 3.308
C: -1.000 -2.051 2.070
N: -2.048 -1.236 2.047
C: -2.539 -0.863 0.879
C: -1.983 -1.265 -0.325
C: -0.908 -2.149 -0.311
C: -0.413 -2.563 0.907
H: 0.419 -3.242 0.988
H: -0.471 -2.494 -1.236
Cl: -2.605 -0.672 -1.823
H: -3.395 -0.203 0.914
H: -1.017 -2.006 4.074
H: -0.035 1.792 5.057
H: -1.159 0.507 4.631
H: 0.450 0.094 5.242

Results
LUMO level: -0.1 eV
Total charge: 0
HOMO-LUMO gap: 8.6387 eV

***

Record 9
Molecular formula: C5H10N2O2
Method: DFT, ωB97M-V/def2-TZVPD

Cartesian coordinates (Å):
C: 0.523 0.967 -0.792
C: -2.080 -0.509 0.664
C: 0.705 -1.162 0.483
N: -0.181 0.508 -1.845
N: 1.491 1.878 -1.106
C: 0.210 0.748 0.559
C: -0.750 -0.105 1.235
O: 1.810 -1.257 1.275
O: 0.341 -2.096 -0.209
H: 2.142 -2.165 1.148
H: 2.122 2.114 -0.353
H: -0.019 -0.358 -2.343
H: -1.193 0.534 -1.856
H: 1.965 1.705 -1.985
H: 0.901 1.230 1.247
H: -0.637 -0.146 2.316
H: -2.030 -1.392 0.009
H: -2.767 -0.784 1.470
H: -2.553 0.289 0.083

Results
LUMO level: 0.6 eV
Total charge: 0
HOMO-LUMO gap: 7.1001 eV

***

Energy above the lowest of the compared OMol25 structures with the same formula, charge and spin, respectively: 4.528; 2.656; 2.653; 3.949; 3.139; 1.600; 1.775; 2.010; 4.340 eV.
M, respectively: 98.12; 84.12; 460.49; 108.14; 163.45; 105.18; 127.17; 401.87; 130.15 g/mol.